DFT (ωB97M-V with the def2-TZVPD basis set) results for a structure of composition C20H21IN2O7Os.

```
52
Properties=species:S:1:pos:R:3:mulliken_charge:R:1
Os -0.7320 -1.2594 0.5592 2.055
O -4.6386 -2.2624 -0.3213 -0.697
C -3.5445 -1.7631 -0.3953 0.174
O -2.6370 -1.7856 0.5453 -0.644
C -3.1674 -0.8266 -1.5380 -0.056
C -2.6591 0.4582 -0.8627 -0.404
C -2.6043 1.6166 -1.8551 -1.033
C -1.3628 1.2488 -2.7207 -0.631
C -0.9358 -0.0690 -2.0932 -0.531
O -1.2194 0.1351 -0.6775 -0.176
C -1.9253 -1.1774 -2.4326 0.604
C -1.2523 -2.4925 -2.1359 -0.227
O -1.4202 -3.4901 -2.7904 -0.693
O -0.3813 -2.3254 -1.1647 -0.953
H -4.0633 -0.7153 -2.1404 0.557
H -3.1244 0.6812 0.0918 0.553
H -2.4654 2.5646 -1.3372 0.339
H -3.5231 1.6707 -2.4335 0.474
H -0.5703 1.9897 -2.6178 0.126
H -1.5968 1.1362 -3.7766 0.481
H 0.1090 -0.3310 -2.2119 0.470
H -2.2163 -1.1813 -3.4802 0.621
C 0.0552 2.4065 0.8890 -1.002
C 1.2758 2.0393 0.5110 0.115
C 2.1811 1.3045 1.4670 -0.622
C 3.6300 1.0087 1.0151 0.096
C 3.7201 0.7859 -0.5080 -0.518
C 2.8610 1.6782 -1.3407 -1.209
C 1.7557 2.2454 -0.8597 -0.334
H -0.6260 2.8924 0.1985 0.362
H -0.3072 2.2136 1.8927 0.272
H 2.1438 1.7724 2.4477 0.836
H 4.4341 1.5544 1.4984 0.521
H 4.7517 0.8042 -0.8557 0.724
H 3.1599 1.8482 -2.3697 0.387
H 1.1613 2.9006 -1.4895 0.788
C -1.2047 -1.1574 4.5944 -1.314
C -0.8974 -1.2581 3.1341 1.065
O -0.3650 -2.2844 2.6337 -0.684
O -1.1436 -0.2839 2.3608 -0.803
H -1.6745 -2.0812 4.9267 0.379
H -1.8536 -0.3075 4.7858 0.331
H -0.2708 -1.0394 5.1475 0.304
I 4.5922 -1.7639 2.4047 0.128
C 3.3826 -0.5014 1.2308 -1.479
C 3.2659 -0.7235 -0.2914 -0.197
N 1.8626 -0.9826 -0.5290 -0.386
N 1.1064 -0.8651 0.5799 0.222
C 1.9189 -0.2597 1.6184 -0.324
H 3.9006 -1.4649 -0.7654 0.665
H 1.5406 -1.7347 -1.1347 0.406
H 1.5741 -0.5689 2.5964 0.862
```

HOMO (alpha / beta), eV: -8.3 / -8.4
Frontier orbital gap (alpha / beta), hartree: 0.2725 / 0.2719
Relative energy (zero: lowest compared OMol25 entry of this formula, charge and spin), kJ/mol: 245.4
Multiplicity: 1
LUMO (alpha / beta), eV: -0.93 / -1.00
Net charge: 0

DFT (ωB97M-V with the def2-TZVPD basis set) results for a cluster of 14 separate species, C34H82Cl8N4O24P6 in total.

```
158
Properties=species:S:1:pos:R:3:mulliken_charge:R:1
C 3.4667 -3.6903 0.4192 -0.026
O 4.6148 -3.0597 1.1229 -0.026
P 4.9353 -3.6309 2.5916 0.269
O 5.2293 -5.0472 2.7623 -0.768
O 6.1327 -2.6716 3.0236 -0.406
C 6.2576 -1.2847 2.8006 -0.421
O 3.6814 -2.9996 3.4740 0.466
C 3.1158 -3.8063 4.4907 -0.730
H 2.5602 -3.5399 1.0230 0.183
H 3.7319 -4.7634 0.2019 0.330
H 3.5083 -3.1518 -0.4683 -0.352
H 7.1801 -1.0509 2.3121 0.336
H 6.3699 -0.8427 3.7774 0.332
H 5.3744 -0.8144 2.3121 0.006
H 2.5752 -3.1305 5.1940 -0.022
H 3.9384 -4.2988 4.9960 0.378
H 2.4682 -4.5780 4.0902 0.346
C -5.8355 0.0489 -0.3159 -0.507
O -5.8322 -1.1370 -1.0757 -0.193
P -5.7649 -1.0003 -2.7164 0.521
O -4.5887 -0.2683 -3.2391 -0.148
O -7.1480 -0.3886 -3.1503 -0.300
C -8.3878 -0.9357 -2.7419 -0.698
O -5.7454 -2.5210 -3.0524 -0.499
C -4.4399 -3.1764 -3.2724 -0.442
H -6.2957 -0.1905 0.6422 0.319
H -6.5339 0.7695 -0.8087 0.355
H -4.8440 0.5128 -0.1711 0.104
H -9.1439 -0.2619 -3.0408 0.281
H -8.3829 -1.0569 -1.6647 0.304
H -8.6571 -1.9362 -3.1163 0.258
H -3.8845 -3.3602 -2.3148 0.181
H -3.8643 -2.5465 -3.9171 0.224
H -4.7165 -4.1042 -3.7766 0.304
C 3.3276 0.9237 -8.0366 -0.624
O 2.4721 -0.0310 -7.4658 -0.406
P 2.4432 -0.3635 -5.9535 1.079
O 3.4374 0.3962 -5.1690 -0.642
O 2.4538 -1.9576 -6.0055 -0.430
C 2.1262 -2.7504 -4.9265 -0.190
O 0.9690 -0.0795 -5.4576 -0.247
C 0.8266 1.3146 -5.0973 0.106
H 4.0787 1.1697 -7.2539 0.279
H 2.7353 1.8247 -8.2228 0.217
H 3.7446 0.5559 -8.9330 0.265
H 1.3468 -3.4277 -5.3175 0.298
H 1.6940 -2.1346 -4.1871 -0.143
H 3.0222 -3.2814 -4.5611 0.279
H 0.7198 1.9012 -6.0257 0.475
H 1.6898 1.6729 -4.5935 0.539
H -0.1450 1.3350 -4.5965 -0.831
C 0.5188 -2.6775 -1.2300 0.210
O 0.2487 -3.9137 -0.5115 -0.062
P -1.2500 -4.4284 -0.3460 0.209
O -2.0367 -4.2908 -1.5535 -0.721
O -1.0508 -5.8715 0.1749 -0.262
C -1.0417 -7.0016 -0.7168 -0.747
O -1.8136 -3.7044 0.9186 0.505
C -3.2681 -3.7938 1.1803 -0.687
H 0.1378 -1.8410 -0.5867 -0.140
H -0.0032 -2.6858 -2.1611 0.491
H 1.5965 -2.6055 -1.3061 -0.404
H -0.0811 -7.4878 -0.6111 0.266
H -1.1527 -6.5794 -1.7173 0.318
H -1.8793 -7.6706 -0.5092 0.244
H -3.6542 -3.6465 0.1875 0.098
H -3.6364 -3.0778 1.9182 0.245
H -3.5246 -4.8111 1.5259 0.316
C -0.5741 -0.4364 2.1806 -0.168
O -0.5294 0.9080 1.5177 -0.303
P -1.4138 1.3827 0.3053 -1.047
O -2.8903 1.5064 0.4558 -0.717
O -0.6992 2.7462 0.0316 0.527
C 0.5146 2.8154 -0.6966 -0.409
O -0.9553 0.3362 -0.7883 0.966
C -1.8875 -0.3525 -1.6876 -0.315
H 0.3498 -0.9073 2.0310 0.085
H -1.3720 -1.0847 1.8168 0.224
H -0.7500 -0.2693 3.2553 0.117
H 0.4194 2.0855 -1.5210 0.337
H 1.3963 2.7842 -0.0115 0.174
H 0.5401 3.7661 -1.1703 0.289
H -1.2854 -0.9313 -2.4013 0.168
H -2.5936 0.3771 -2.1866 -0.186
H -2.5533 -0.9819 -1.1213 0.108
C 0.7251 -1.2032 7.6813 -0.973
O 0.0075 -1.1506 6.4215 0.425
P -1.1396 -2.1827 6.3243 -0.006
O -0.9211 -3.4565 6.9928 -0.755
O -1.3539 -2.3342 4.7498 0.300
C -0.5099 -3.3756 4.1425 0.126
O -2.5224 -1.4426 6.6389 -0.291
C -3.6961 -2.1667 6.8586 -0.789
H 1.1725 -0.2217 7.7621 0.335
H 1.4751 -1.9837 7.7126 0.264
H 0.0250 -1.2803 8.5098 0.375
H 0.5218 -2.9798 4.2279 -0.198
H -0.6886 -3.3332 3.0548 -0.303
H -0.6096 -4.3190 4.7156 0.552
H -4.5163 -1.4788 7.1519 0.250
H -3.5016 -2.9100 7.6432 0.307
H -4.0187 -2.6180 5.9342 0.270
Cl 3.0163 4.4709 -6.4187 -0.155
C 2.4871 5.8015 -5.2886 -0.602
C 1.9168 5.2534 -4.0100 -0.553
Cl 0.3433 4.4798 -4.3751 -0.040
H 1.7409 6.4503 -5.7947 0.323
H 3.3872 6.3873 -5.0726 0.389
H 1.7161 6.1390 -3.4381 0.382
H 2.5616 4.6046 -3.4417 0.223
Cl 2.3225 4.6681 3.1613 -0.207
C 1.4407 5.8399 2.0730 -0.532
C 0.0500 5.4562 1.8067 0.529
Cl -1.0258 5.3825 3.2433 -0.208
H 1.9370 5.7852 1.0934 0.241
H 1.4865 6.7930 2.5838 0.449
H 0.0192 4.4801 1.3369 -0.656
H -0.3128 6.1183 1.0427 0.346
Cl 4.3773 -1.5266 -2.4064 -0.210
C 4.3142 0.2563 -2.1337 -0.420
C 3.0288 0.5223 -1.3680 -0.043
Cl 2.9946 -0.2890 0.3047 0.301
H 4.5334 0.8286 -3.0480 0.398
H 5.0867 0.4444 -1.3791 0.492
H 2.1051 0.1658 -1.8391 -0.055
H 2.8596 1.5870 -1.0854 -0.362
Cl -4.7541 4.0943 -4.5253 -0.208
C -3.2902 3.3383 -3.9630 0.058
C -2.9006 2.0529 -4.6819 1.117
Cl -2.5899 2.4748 -6.4017 -0.184
H -3.3994 3.1149 -2.8777 -0.362
H -2.5659 4.1544 -3.8803 0.301
H -3.7460 1.3568 -4.5451 0.140
H -2.0081 1.5464 -4.2591 -0.754
C -3.8998 4.8921 -0.9652 -0.647
C -2.5060 5.2918 -1.1351 0.569
N -1.4152 5.5983 -1.3491 -0.482
H -3.9702 3.8821 -0.5184 0.073
H -4.3422 4.8346 -1.9674 0.170
H -4.3751 5.5611 -0.2636 0.397
C 5.0802 3.1893 1.2619 -0.466
C 4.8391 3.8746 -0.0330 0.478
N 4.4086 4.2739 -1.0595 -0.552
H 6.1354 3.2274 1.4461 0.388
H 4.5908 2.2352 1.2423 0.020
H 4.6397 3.8295 2.0358 0.153
C 2.6904 -0.2932 4.4678 0.917
C 3.7858 -0.3865 5.4656 0.028
N 4.5932 -0.6023 6.2275 -0.591
H 2.6288 0.7180 3.9977 0.362
H 1.7359 -0.4721 4.9301 -0.340
H 2.9212 -0.9244 3.5959 -0.251
C -1.5345 2.9333 5.7536 -0.464
C -0.4541 2.4688 6.6491 0.442
N 0.2799 2.1478 7.4396 -0.487
H -2.4432 2.4980 6.1880 0.286
H -1.3325 2.6235 4.7235 -0.060
H -1.4802 3.9919 5.6780 0.320
```

HOMO, eV: -10.5
Frontier orbital gap, hartree: 0.3977
Multiplicity: 1
LUMO, eV: 0.28
Net charge: 0

DFT (ωB97M-V with the def2-TZVPD basis set) results for a structure of composition C33H59Cl8I2N2O3PSb.

```
109
Properties=species:S:1:pos:R:3:mulliken_charge:R:1
C -2.5880 0.9232 3.8278 -0.787
C -2.1222 0.0264 4.7361 -0.298
C -2.0703 -1.4367 4.4497 0.546
O -2.9523 -2.2256 4.6878 -0.583
O -0.9082 -1.7821 3.8750 -0.017
C -0.3798 -3.0564 4.2841 -0.993
C -0.4806 -4.1365 3.1906 -0.182
C 0.9074 -4.5164 2.6022 -1.309
C 1.0228 -4.1434 1.1114 -0.923
C 1.1005 -2.6146 0.9918 1.097
C 1.4801 -2.0421 -0.3788 -2.125
Sb 0.1840 -0.3917 -1.1030 0.440
C 0.3107 0.5709 0.8938 -0.963
C 1.7295 0.7433 1.4433 -0.593
C 1.8085 0.4366 2.9414 0.930
C 3.1135 0.9692 3.5652 -1.495
N 2.8777 1.6793 4.8164 0.300
C 2.6161 3.0099 4.9253 -0.336
C 2.4324 3.2835 6.2636 -0.615
C 2.6041 2.0765 6.9767 -0.689
C 2.8841 1.0979 6.0466 -0.312
C -0.0128 -1.2532 -3.1276 -1.569
C 0.5240 -0.4003 -4.2704 0.980
C -0.5199 -0.1201 -5.3791 -0.916
I 2.1741 -1.4857 -5.2334 -0.056
N 1.9059 0.6306 -1.7535 -0.218
C 2.0492 2.0537 -1.5264 -0.825
C 2.4705 2.8281 -2.7806 -0.461
C 2.6904 4.3342 -2.5495 -0.082
C 1.6598 4.9966 -1.6333 -1.181
C -1.7189 -1.3726 -0.3450 0.264
Cl -2.7313 -0.3288 0.6486 -0.108
C -2.1598 -2.6098 -0.5606 0.501
C -1.4787 -3.6105 -1.4526 -1.136
Cl -3.6442 -3.2104 0.1733 -0.359
P -1.4239 1.6033 -1.8649 -0.105
O -0.6982 2.3721 -3.1629 -0.373
I -3.4545 0.5629 -2.8830 -0.162
H -3.5833 0.8258 3.4017 0.320
H -1.9798 1.7447 3.4554 0.239
H -1.8143 0.3815 5.7184 0.382
H 0.6663 -2.8625 4.5242 0.469
H -0.8560 -3.4001 5.2013 0.529
H -1.0744 -3.6893 2.3907 0.010
H -1.0005 -5.0065 3.5855 0.689
H 1.0012 -5.6002 2.7010 0.412
H 1.6951 -4.0005 3.1538 0.517
H 1.9332 -4.5885 0.7048 0.415
H 0.1206 -4.5385 0.6425 0.232
H 0.1691 -2.2102 1.3972 -0.560
H 1.8851 -2.3195 1.6979 0.400
H 1.5239 -2.7930 -1.1732 0.982
H 2.5119 -1.6903 -0.3107 0.659
H -0.2471 -0.0333 1.6099 0.005
H -0.2060 1.5309 0.8352 0.816
H 1.9767 1.8091 1.3697 0.589
H 2.5060 0.2285 0.8714 0.241
H 1.6976 -0.6318 3.1373 -0.563
H 0.9828 0.9338 3.4551 0.144
H 3.8456 0.1789 3.7288 0.370
H 3.5675 1.6885 2.8818 0.519
H 2.5516 3.6768 4.0828 0.397
H 2.1974 4.2518 6.6749 0.425
H 2.5155 1.9299 8.0404 0.432
H 3.0766 0.0462 6.1738 0.366
H -1.0658 -1.4763 -3.3042 0.152
H 0.4889 -2.2189 -3.1069 0.815
H 0.9560 0.5465 -3.9735 -0.758
H -0.2150 -0.5053 -6.3494 0.365
H -0.6573 0.9566 -5.4889 0.184
H -1.4852 -0.5640 -5.1421 0.205
H 2.7651 0.1199 -1.6203 0.190
H 2.8963 2.2105 -0.8335 0.405
H 1.1943 2.5097 -1.0190 0.081
H 3.4516 2.4125 -3.0348 0.257
H 1.8246 2.6121 -3.6325 0.157
H 3.6675 4.4341 -2.0719 0.011
H 2.7421 4.8439 -3.5156 0.302
H 1.8244 4.6143 -0.6215 0.266
H 1.7903 6.0761 -1.5498 0.414
H 0.6283 4.7491 -1.8877 0.259
H -1.9739 -4.5756 -1.3261 0.288
H -0.4308 -3.7768 -1.2240 0.067
H -1.6140 -3.3713 -2.5062 0.288
H -1.0556 3.2655 -3.1949 0.312
Cl -6.7831 -0.6084 -4.1309 -0.163
C -7.2244 1.0549 -4.5762 -0.484
C -7.7767 1.8270 -3.4069 -0.314
Cl -9.3758 1.2208 -2.8898 -0.206
H -7.9357 1.0085 -5.3974 0.362
H -6.3140 1.5390 -4.9284 0.256
H -7.9108 2.8702 -3.6880 0.308
H -7.1066 1.7774 -2.5523 0.230
Cl -6.3004 -8.7145 -1.7376 -0.207
C -5.2677 -7.5784 -0.8226 -0.461
C -5.0008 -6.3034 -1.5772 -0.008
Cl -3.9654 -6.5706 -3.0050 -0.198
H -4.3430 -8.0947 -0.5785 0.325
H -5.7937 -7.3483 0.1022 0.306
H -4.4766 -5.6042 -0.9290 -0.093
H -5.9233 -5.8397 -1.9165 0.367
Cl 7.2955 4.7723 -2.0658 -0.182
C 6.6847 6.3853 -2.5114 -0.508
C 6.1243 7.1287 -1.3257 -0.482
Cl 4.6261 6.3807 -0.7234 -0.123
H 5.9336 6.2557 -3.2868 0.312
H 7.5242 6.9407 -2.9269 0.362
H 5.8775 8.1490 -1.6156 0.282
H 6.8363 7.1658 -0.5048 0.337
```

HOMO, eV: -4.3
Frontier orbital gap, hartree: 0.2313
Multiplicity: 1
LUMO, eV: 2.00
Net charge: -1

DFT (ωB97M-V with the def2-TZVPD basis set) results for an isolated molecule of C3H7N3S.

```
14
Properties=species:S:1:pos:R:3:mulliken_charge:R:1
H 0.8680 -1.3735 0.8384 0.268
N 1.4419 -0.4726 1.0600 -0.728
C 1.1869 0.4531 0.1573 0.512
N 2.1419 1.3934 -0.2109 -0.439
N 0.0900 0.2913 -0.7261 -0.341
C -1.2497 -0.1771 -0.4766 0.553
C -1.6676 -0.9441 0.6464 -1.129
S -2.1795 0.3225 -1.7304 -0.419
H 2.9726 1.3906 0.2177 0.229
H 1.6319 2.3118 -0.2604 0.255
H -0.0645 0.6435 -1.7906 0.240
H -1.5319 -1.9839 0.0527 0.314
H -2.7221 -0.8565 0.7528 0.333
H -0.9179 -0.9987 1.4696 0.351
```

HOMO, eV: -8.7
Frontier orbital gap, hartree: 0.3254
Relative energy (zero: lowest compared OMol25 entry of this formula, charge and spin), kJ/mol: 208.6
Multiplicity: 1
LUMO, eV: 0.17
Net charge: 0
SMILES: [H]/N=C(/N)NC(C)=S

Number 1: largest force on an atom 3.83 eV/A, DFT total energy -48959.330 eV, molecular weight 718.53 g mol⁻¹. Number 2: largest force on an atom 3.73 eV/A, DFT total energy -247613.599 eV, molecular weight 1400.50 g mol⁻¹. Number 3: largest force on an atom 2.35 eV/A, DFT total energy -176505.646 eV, molecular weight 1222.01 g mol⁻¹. Number 4: largest force on an atom 7.07 eV/A, DFT total energy -18528.309 eV, molecular weight 117.18 g mol⁻¹.